DFT (the ωB97M-V functional and the def2-TZVPD basis) results for C6H13NO4 in the gas phase.

Geometry as XYZ:
```
24
Properties=species:S:1:pos:R:3:forces:R:3
O 1.18287 -2.38873 -0.01028 0.7 1.1 0.7
C 0.74106 -1.13313 0.53529 -0.3 0.7 -1.1
C -0.83146 -1.11514 0.51001 2.1 -1.1 -0.6
O -1.42369 -0.53328 1.65208 0.2 -0.3 -0.4
C -1.37177 -0.44875 -0.81090 0.8 -1.7 1.1
O -2.68116 -1.03159 -0.76045 -1.2 2.3 0.4
C -1.23810 1.07787 -0.63922 -1.5 3.0 0.1
N -0.38249 1.53151 0.49840 -0.3 -0.2 0.0
C 1.02430 1.36419 0.34732 0.3 -0.8 -2.7
C 1.33074 0.01815 -0.40090 0.9 0.0 3.5
O 2.77712 -0.14500 -0.23643 1.1 0.5 -4.2
H 2.15038 -2.22594 -0.08951 -0.7 -0.5 -0.1
H 1.14094 -0.92555 1.57715 -0.4 -0.4 -1.0
H -1.14081 -2.17832 0.48841 0.2 0.6 -0.1
H -0.97541 0.33639 1.63582 -0.4 0.4 0.3
H -0.80246 -0.80963 -1.77385 -1.4 0.4 1.9
H -3.04615 -0.67908 0.12383 0.7 -0.9 -1.8
H -0.94009 1.62205 -1.56565 0.1 -0.7 0.2
H -2.22969 1.59996 -0.40622 0.9 -1.2 -0.4
H -0.49100 2.46833 0.87800 -1.0 -0.2 -0.6
H 1.44004 1.43697 1.31399 0.9 -0.6 1.1
H 1.51886 2.14762 -0.23433 -0.1 0.3 -0.3
H 1.00197 -0.03271 -1.45346 0.3 0.1 0.6
H 3.24600 0.04382 -1.17910 -1.7 -0.7 3.5
```
Positions in Å, forces in eV/Å.

## Properties
- SMILES = O[C@@H]1[C@@H](O)[C@@H](O)CNC[C@H]1O
- E_HOMO (eV) = -9.19
- Kohn-Sham gap (Eh) = 0.3527

=====

DFT (the ωB97M-V functional and the def2-TZVPD basis) results for C6H13NS in the gas phase.

Geometry as XYZ:
```
21
Properties=species:S:1:pos:R:3:forces:R:3
C -2.02310 -0.41362 0.43222 2.6 0.5 -4.5
C -1.69212 1.05604 0.17077 -0.6 3.0 -0.1
N -0.60054 1.51081 -0.73585 1.2 -0.6 1.4
C 0.83204 1.70281 -0.25183 -0.6 0.4 0.1
C 1.65071 0.83099 0.76652 -0.7 3.8 1.3
C 1.83738 -0.62474 0.33646 0.3 -2.4 -1.2
S 0.35979 -1.40178 -0.72225 2.1 0.4 0.1
C -0.79925 -1.32929 0.57816 0.1 0.3 3.9
H -2.43856 -0.61437 -0.58534 -0.1 -0.9 0.7
H -2.77798 -0.57062 1.11373 -1.5 -0.2 1.8
H -2.60792 1.60139 -0.37101 1.4 -1.3 1.8
H -1.48123 1.55174 1.15079 -0.4 0.0 -0.7
H -0.62810 1.01692 -1.61782 0.2 -0.1 0.2
H 1.46558 1.62665 -1.09471 0.2 0.5 -1.6
H 0.93842 2.72943 0.19674 -0.4 -0.7 -0.7
H 0.97803 1.29498 1.72504 2.3 -2.7 -1.5
H 2.72008 1.51731 0.77189 -2.8 -2.4 0.3
H 2.72229 -0.83492 -0.41456 -1.5 0.9 1.6
H 1.92258 -1.43348 1.14207 0.1 1.5 -0.9
H -1.11372 -2.27037 1.02973 -0.3 -0.6 -1.0
H -0.08625 -1.09497 1.46664 -1.6 0.5 -1.1
```
Positions in Å, forces in eV/Å.

## Properties
- SMILES = C1CNCCCSC1
- E_HOMO (eV) = -7.88
- Kohn-Sham gap (Eh) = 0.3214

=====

DFT (the ωB97M-V functional and the def2-TZVPD basis) results for 2 unconnected molecules or ions with the total composition C6H13NSi.

Geometry as XYZ:
```
21
Properties=species:S:1:pos:R:3:forces:R:3
C 2.19433 -2.30803 0.50886 1.4 1.3 1.1
C 1.03813 2.22117 -1.65619 0.8 4.7 -4.3
C 1.86535 -1.08330 0.84151 -1.4 2.5 -0.2
C 1.28253 1.82821 -0.48364 0.0 -4.3 5.4
C -2.02909 1.03128 0.23170 2.1 1.0 -0.2
C -1.70566 -1.33470 0.92736 0.0 1.5 -2.3
N -1.05912 -0.03124 0.54981 0.1 -0.4 0.7
Si 0.55016 -0.00204 -0.12562 -1.0 0.1 0.1
H 3.12281 -2.74201 0.81642 0.1 -0.7 0.4
H 1.57611 -2.72308 -0.18154 -1.2 -1.8 -2.1
H 1.52168 3.21426 -1.97293 -0.9 -1.3 0.2
H 0.41077 1.78308 -2.41112 -0.1 -0.6 0.0
H 2.36774 -0.45118 1.59173 0.2 -0.5 -0.4
H 1.89564 2.29069 0.35064 -0.7 -0.3 -1.5
H -1.63601 1.96492 0.61208 0.7 0.5 -0.1
H -2.15948 1.21819 -0.83349 -0.4 -0.5 -0.2
H -2.92610 1.07432 0.78624 -1.3 -1.2 0.4
H -2.24511 -1.66818 0.01839 0.0 -0.1 0.4
H -0.98114 -2.08643 1.13034 0.7 -0.5 0.5
H -2.40389 -1.17509 1.72489 -0.2 0.0 0.5
H -0.67966 -1.02084 -2.42543 1.1 0.6 1.3
```
Positions in Å, forces in eV/Å.

## Properties
- E_HOMO (alpha / beta) (eV) = -7.77 / -7.17
- Kohn-Sham gap (alpha / beta) (Eh) = 0.2809 / 0.2572

=====

DFT (the ωB97M-V functional and the def2-TZVPD basis) results for 2 unconnected molecules or ions with the total composition C6H13O.

Geometry as XYZ:
```
20
Properties=species:S:1:pos:R:3:forces:R:3
C -0.70911 1.95432 -0.32882 -0.7 -0.2 0.3
C -1.39033 0.72400 0.26776 0.2 -0.8 -0.2
C -1.55700 0.56547 1.59304 0.1 0.1 -1.9
C -1.71908 -0.40826 -0.72394 -0.1 0.2 0.7
H 0.18282 1.54652 -0.81567 0.1 0.0 -0.3
H -0.39897 2.75685 0.37685 -0.4 -0.6 -0.1
H -1.41583 2.37757 -1.06378 0.5 0.1 0.0
H -1.88762 -0.31526 2.11570 -0.2 -0.2 -0.1
H -1.25890 1.42836 2.09875 0.4 1.0 1.6
H -2.25300 -1.16977 -0.09701 0.4 0.3 -0.9
H -0.76825 -0.77633 -1.19467 -0.5 0.3 0.6
H -2.37128 -0.06822 -1.55567 0.1 0.0 0.5
C 2.19417 -0.70172 -0.70669 -0.2 -0.2 -0.5
O 1.14550 -0.21038 -1.40216 0.3 0.0 -0.2
C 1.74971 -1.45133 0.55847 -1.0 -0.9 -0.7
H 2.89783 0.07954 -0.34546 0.2 0.3 0.1
H 2.88028 -1.38081 -1.31971 -0.4 0.1 0.4
H 2.61462 -1.80439 1.12404 -0.2 0.0 0.4
H 1.04635 -2.29637 0.32697 1.0 0.1 -0.3
H 1.01809 -0.84980 1.09198 0.6 0.7 0.6
```
Positions in Å, forces in eV/Å.

## Properties
- E_HOMO (eV) = -2.62
- Kohn-Sham gap (Eh) = 0.2468
- net charge = -1

=====

no.,total energy (Eh)
1,-592.05813
2,-689.22511
3,-580.44997
4,-311.59899